[1]
F2H2N2 | the ωB97M-V functional and the def2-TZVPD basis

Last column: Mulliken charge in e.
Cartesian coordinates (Å):
F: 0.355 0.316 1.731  -0.283
N: -0.082 -0.595 0.586  -0.139
N: 0.276 -0.103 -0.617  0.081
F: -0.475 1.025 -1.178  -0.245
H: -1.170 -0.434 0.654  0.317
H: 1.095 -0.208 -1.175  0.267

Its spin multiplicity is 1. The calculated total energy is -8442.597 eV. The HOMO-LUMO gap is 12.0 eV. The value obtained for the energy above the lowest of the compared OMol25 structures with the same formula, charge and spin is 206.4 kJ/mol. Its SMILES is FNNF. The net charge is 0. The highest occupied orbital energy comes out at -10.8 eV.

[2]
C30H21F5N3O2PPtSe | the ωB97M-V functional and the def2-TZVPD basis

Last column: Mulliken charge in e.
Cartesian coordinates (Å):
Pt: 0.486 0.457 0.182  1.561
O: 1.903 6.695 3.224  -0.722
C: 2.507 6.284 2.216  0.470
O: 3.298 6.844 1.436  -0.722
C: 2.041 4.899 1.737  -0.519
C: 2.528 4.356 0.557  -0.970
C: 2.092 3.113 0.147  1.189
N: 1.190 2.432 0.861  -0.185
C: 0.711 2.933 2.006  0.868
C: 1.124 4.160 2.477  -0.890
C: -0.266 2.059 2.726  0.460
C: -1.042 2.535 3.773  -0.855
C: -1.912 1.670 4.413  -0.494
C: -1.983 0.349 4.002  -0.891
C: -1.195 -0.049 2.939  -0.328
N: -0.364 0.786 2.311  0.023
C: 2.587 2.421 -1.083  0.374
C: 3.656 2.908 -1.820  -1.011
C: 4.082 2.203 -2.931  -0.478
C: 3.442 1.025 -3.280  -0.956
C: 2.393 0.595 -2.492  -0.099
N: 1.970 1.281 -1.429  0.158
H: 3.249 4.951 0.010  0.543
H: 0.776 4.598 3.404  0.480
H: -0.963 3.570 4.075  0.376
H: -2.529 2.028 5.228  0.445
H: -2.637 -0.363 4.488  0.458
H: -1.203 -1.066 2.571  0.654
H: 4.153 3.818 -1.518  0.389
H: 4.919 2.567 -3.512  0.428
H: 3.756 0.438 -4.132  0.438
H: 1.879 -0.337 -2.691  0.440
C: -2.891 0.675 -0.127  -1.499
P: -1.414 0.081 -0.995  1.231
C: -1.446 1.024 -2.540  -1.474
C: -1.846 -1.604 -1.511  0.708
C: -1.298 -2.141 -2.676  -0.572
C: -1.620 -3.430 -3.076  -0.767
C: -2.479 -4.204 -2.306  -0.567
C: -3.010 -3.686 -1.133  -0.733
C: -2.699 -2.391 -0.740  -0.596
H: -2.955 0.259 0.877  0.324
H: -3.790 0.417 -0.689  0.486
H: -2.819 1.760 -0.034  0.426
H: -2.369 0.822 -3.084  0.450
H: -0.590 0.776 -3.166  0.360
H: -1.383 2.086 -2.296  0.427
H: -0.618 -1.554 -3.283  0.135
H: -1.192 -3.835 -3.983  0.401
H: -2.726 -5.212 -2.614  0.429
H: -3.673 -4.289 -0.525  0.441
H: -3.129 -1.999 0.175  0.277
F: -1.021 -6.911 0.451  -0.345
C: -0.384 -5.741 0.395  0.768
C: -0.486 -4.844 1.439  0.155
F: -1.221 -5.153 2.512  -0.326
C: 0.162 -3.628 1.355  0.428
F: 0.031 -2.809 2.409  -0.425
C: 0.915 -3.256 0.251  -0.668
Se: 1.898 -1.624 0.191  -0.119
C: 0.979 -4.175 -0.789  0.591
F: 1.649 -3.913 -1.915  -0.422
C: 0.355 -5.406 -0.722  0.194
F: 0.422 -6.259 -1.747  -0.354

Its spin multiplicity is 3. Its expectation value of S² is 2.010. The calculated total energy is -131485.158 eV. The HOMO-LUMO gap (spin up / spin down) is 7.0 / 5.8 eV. The value obtained for the energy above the lowest of the compared OMol25 structures with the same formula, charge and spin is 0.0 kJ/mol. The net charge is 0. The highest occupied orbital energy (spin up / spin down) comes out at -7.8 / -7.9 eV.

[3]
C17H9BaClF9N2O5 | the ωB97M-V functional and the def2-TZVPD basis

Last column: Mulliken charge in e.
Cartesian coordinates (Å):
Ba: 0.456 -0.091 0.137  2.021
O: -0.364 -0.437 2.670  -0.596
N: -1.055 -1.390 3.112  -0.469
N: -1.332 -2.296 2.241  0.966
O: -0.941 -2.242 0.992  -0.916
C: -2.129 -3.396 2.667  0.139
C: -2.492 -4.341 1.720  -0.442
C: -3.270 -5.427 2.098  -0.376
C: -3.684 -5.573 3.411  -0.455
C: -3.313 -4.620 4.354  -0.420
C: -2.538 -3.533 3.993  -0.278
H: -2.155 -4.202 0.704  0.386
H: -3.552 -6.162 1.355  0.337
H: -4.291 -6.421 3.703  0.359
H: -3.630 -4.725 5.384  0.347
H: -2.246 -2.790 4.719  0.443
Cl: -2.523 4.152 -6.066  -0.266
C: -1.869 2.999 -4.925  0.197
C: -1.209 1.851 -5.402  -0.417
C: -0.696 0.939 -4.528  -0.586
C: -0.792 1.095 -3.103  0.199
O: -0.307 0.222 -2.325  -0.740
C: -1.468 2.284 -2.653  0.747
C: -1.647 2.603 -1.266  -0.242
O: -1.248 1.987 -0.282  -0.619
C: -1.994 3.204 -3.585  -0.718
H: -1.114 1.703 -6.470  0.383
H: -0.186 0.055 -4.890  0.377
H: -2.224 3.533 -1.094  0.267
H: -2.500 4.089 -3.217  0.320
F: 3.986 1.613 2.810  -0.278
C: 3.487 2.306 1.777  0.595
F: 2.171 2.443 1.997  -0.237
F: 4.024 3.539 1.828  -0.287
C: 3.726 1.552 0.424  0.780
O: 2.875 0.541 0.307  -1.048
C: 3.521 2.570 -0.747  0.589
F: 3.433 1.935 -1.919  -0.268
F: 2.362 3.236 -0.578  -0.257
F: 4.496 3.490 -0.863  -0.289
C: 5.206 1.052 0.391  0.552
F: 5.566 0.698 -0.853  -0.267
F: 6.093 1.979 0.808  -0.283
F: 5.365 -0.023 1.166  -0.251

Its spin multiplicity is 1. The calculated total energy is -68670.641 eV. The HOMO-LUMO gap is 7.9 eV. The value obtained for the energy above the lowest of the compared OMol25 structures with the same formula, charge and spin is 0.0 kJ/mol. The net charge is -1. The highest occupied orbital energy comes out at -5.4 eV.

[4]
C19H51HgO7 | the ωB97M-V functional and the def2-TZVPD basis

Last column: Mulliken charge in e.
Cartesian coordinates (Å):
Hg: -0.229 4.285 1.961  0.708
C: -0.170 -0.622 0.723  -0.374
O: 0.303 0.712 0.743  -0.177
H: 0.457 -1.395 1.168  0.308
H: -1.115 -0.711 1.260  0.285
H: -0.393 -0.982 -0.281  0.220
C: 0.819 -0.489 -4.998  -1.090
C: 2.275 -0.384 -4.410  0.499
C: 3.313 -0.271 -5.527  -1.342
O: 2.312 0.819 -3.683  -0.528
H: 0.585 0.354 -5.648  0.309
H: 0.105 -0.584 -4.180  0.243
H: 0.770 -1.341 -5.676  0.353
H: 2.532 -1.176 -3.706  0.250
H: 3.250 -1.143 -6.178  0.378
H: 4.317 -0.219 -5.106  0.320
H: 3.153 0.604 -6.157  0.342
H: 1.891 0.739 -2.824  0.266
C: 4.877 -4.571 1.914  -1.155
C: 4.946 -5.826 0.985  0.473
C: 5.333 -5.372 -0.413  -1.292
O: 5.922 -6.680 1.512  -0.527
H: 4.321 -3.761 1.443  0.295
H: 5.868 -4.205 2.185  0.285
H: 4.346 -4.821 2.832  0.337
H: 3.985 -6.338 1.022  0.249
H: 4.715 -4.533 -0.736  0.308
H: 5.093 -6.180 -1.104  0.347
H: 6.398 -5.159 -0.500  0.372
H: 6.754 -6.589 1.043  0.308
C: 4.842 3.926 5.127  -1.264
C: 3.750 3.160 4.334  0.277
C: 3.790 1.651 4.796  -1.179
O: 2.514 3.752 4.709  -0.536
H: 4.741 3.830 6.208  0.370
H: 4.790 4.974 4.833  0.318
H: 5.858 3.589 4.924  0.375
H: 3.939 3.247 3.264  0.313
H: 2.954 1.072 4.403  0.298
H: 3.841 1.545 5.879  0.308
H: 4.628 1.094 4.377  0.384
H: 2.415 3.744 5.664  0.349
C: -5.269 1.559 3.100  -1.289
C: -4.758 2.856 3.764  0.430
C: -5.440 3.130 5.111  -1.210
O: -3.335 2.658 3.940  -0.531
H: -6.326 1.605 2.837  0.357
H: -5.167 0.768 3.843  0.377
H: -4.745 1.160 2.231  0.307
H: -4.871 3.710 3.096  0.264
H: -6.485 2.821 5.113  0.336
H: -5.371 4.168 5.437  0.321
H: -5.002 2.578 5.942  0.314
H: -3.225 1.776 4.303  0.329
C: -3.117 3.251 -2.653  -1.257
C: -2.211 4.433 -2.282  0.287
C: -2.375 5.657 -3.214  -1.191
O: -2.591 4.843 -0.943  -0.522
H: -3.123 2.451 -1.912  0.334
H: -2.781 2.683 -3.520  0.388
H: -4.154 3.518 -2.858  0.337
H: -1.188 4.057 -2.254  0.302
H: -1.824 6.557 -2.942  0.314
H: -3.428 5.939 -3.184  0.304
H: -2.045 5.409 -4.223  0.356
H: -3.524 5.038 -1.051  0.355
C: -4.313 -3.382 -2.641  -1.278
C: -3.449 -4.456 -3.260  0.574
C: -2.382 -5.017 -2.282  -1.161
O: -4.302 -5.519 -3.696  -0.548
H: -4.882 -3.699 -1.767  0.341
H: -5.103 -3.057 -3.317  0.375
H: -3.748 -2.513 -2.301  0.276
H: -2.949 -4.031 -4.131  0.162
H: -2.052 -5.944 -2.750  0.323
H: -2.721 -5.257 -1.274  0.321
H: -1.517 -4.355 -2.237  0.305
H: -5.023 -5.139 -4.204  0.311

Its spin multiplicity is 1. The calculated total energy is -39022.544 eV. The HOMO-LUMO gap is 2.1 eV. The value obtained for the energy above the lowest of the compared OMol25 structures with the same formula, charge and spin is 242.9 kJ/mol. The net charge is +1. The highest occupied orbital energy comes out at -11.5 eV.

[5]
C4H8NO | the ωB97M-V functional and the def2-TZVPD basis

Last column: Mulliken charge in e.
Cartesian coordinates (Å):
C: -0.402 1.923 1.868  0.116
C: 0.256 0.509 -1.536  -0.416
C: -0.457 0.634 -0.200  -0.065
C: 0.805 -1.688 -0.264  -0.719
N: 0.748 -0.220 -0.394  -0.181
O: -0.049 1.794 0.706  -0.090
H: -0.077 2.746 2.561  0.311
H: -1.029 1.064 2.315  0.251
H: -0.096 -0.309 -2.203  0.250
H: 0.836 1.258 -2.099  0.240
H: -1.393 0.200 0.070  0.418
H: 0.551 -1.920 0.738  0.297
H: 0.080 -2.045 -1.078  0.291
H: 1.779 -1.951 -0.569  0.299

Its spin multiplicity is 1. The calculated total energy is -7804.017 eV. The HOMO-LUMO gap is 7.8 eV. The value obtained for the energy above the lowest of the compared OMol25 structures with the same formula, charge and spin is 394.2 kJ/mol. The net charge is +1. The highest occupied orbital energy comes out at -13.8 eV.

[6]
C11H14N4O | the ωB97M-V functional and the def2-TZVPD basis

Last column: Mulliken charge in e.
Cartesian coordinates (Å):
C: -2.670 0.408 1.269  -0.396
C: -2.231 -0.686 0.587  -1.349
C: -0.301 -2.168 0.589  -0.773
C: -1.672 1.351 1.605  -0.535
C: -0.781 -0.942 0.469  0.284
C: 1.548 -0.045 0.840  -0.541
C: 1.120 -2.410 0.838  -0.641
C: 1.735 -1.277 1.691  -0.895
C: 1.365 1.759 -0.889  -0.197
C: 0.076 0.360 0.438  2.155
C: -0.985 1.400 -1.435  -0.817
N: -0.398 1.309 1.363  -0.740
N: 0.188 0.897 -0.843  -0.003
N: 2.477 0.531 0.175  0.482
N: 1.962 1.900 -2.140  -0.361
O: 3.689 0.447 0.143  -0.630
H: -3.728 0.511 1.389  0.380
H: -2.959 -1.282 0.170  0.452
H: -1.006 -2.952 0.605  0.516
H: -1.930 2.209 2.293  0.260
H: 1.311 -3.453 1.231  0.378
H: 1.631 -2.398 -0.141  0.302
H: 2.800 -1.446 1.958  0.388
H: 1.239 -1.200 2.669  0.353
H: 1.376 2.590 -0.264  0.566
H: -1.458 0.586 -1.940  0.349
H: -1.778 1.594 -0.650  0.268
H: -0.725 2.196 -2.204  0.383
H: 2.406 2.686 -2.372  0.179
H: 2.048 1.149 -2.710  0.183

Its spin multiplicity is 3. Its expectation value of S² is 2.037. The calculated total energy is -19633.479 eV. The HOMO-LUMO gap (spin up / spin down) is 5.2 / 4.2 eV. The net charge is 0. The highest occupied orbital energy (spin up / spin down) comes out at -4.7 / -7.4 eV.

Number 1: strongest force on any atom 3.37 eV Å⁻¹. Number 2: strongest force on any atom 1.23 eV Å⁻¹. Number 3: strongest force on any atom 0.28 eV Å⁻¹. Number 4: strongest force on any atom 3.31 eV Å⁻¹. Number 5: strongest force on any atom 4.35 eV Å⁻¹. Number 6: strongest force on any atom 5.91 eV Å⁻¹.